# 1
Formula: C10H28O12S
Source: OMol25
Level of theory: wB97M-V/def2-TZVPD

Properties
- LUMO energy (eV) = 0.26
- net charge = 0

XYZ file:
```
51
Properties=species:S:1:pos:R:3:forces:R:3:nbo_charge:R:1
C 0.566 0.977 0.418 -0.8 0.4 -0.2 -0.1145
C -0.447 -0.106 0.759 0.8 -0.2 1.0 -0.0960
O 0.370 -1.302 0.932 -0.1 0.0 -0.2 -0.7082
S 1.838 -1.107 0.368 -0.3 -0.2 -0.2 2.5663
O 2.104 -2.073 -0.633 0.0 -0.1 -0.3 -0.9168
O 2.735 -0.960 1.451 0.2 0.2 0.4 -0.9115
O 1.570 0.293 -0.335 0.2 0.1 -0.2 -0.6856
H 0.982 1.457 1.304 0.2 -0.2 0.0 0.1965
H 0.088 1.751 -0.177 0.3 -0.1 -0.3 0.2298
H -1.191 -0.311 -0.001 -0.1 0.1 -0.1 0.2079
H -0.840 0.099 1.748 -0.6 0.0 -0.3 0.2234
C 4.557 -4.657 -2.168 -0.3 0.4 -0.3 -0.0957
C 4.356 -3.259 -2.730 0.6 0.2 0.6 -0.0796
O 5.383 -2.929 -3.665 -0.6 -0.2 0.0 -0.7216
O 5.870 -4.717 -1.614 -0.2 -0.1 0.0 -0.7412
H 4.439 -5.379 -2.983 0.1 -0.1 0.1 0.1620
H 3.786 -4.831 -1.413 0.1 -0.1 0.0 0.1737
H 4.390 -2.546 -1.897 0.0 -0.1 0.0 0.1711
H 3.366 -3.166 -3.170 0.1 -0.1 -0.4 0.1772
H 6.201 -3.227 -3.254 0.1 0.0 0.0 0.4755
H 5.862 -5.348 -0.891 0.1 0.0 0.0 0.4783
C -1.800 4.129 1.204 0.0 -0.5 0.7 -0.0846
C -2.558 4.892 2.262 0.0 0.2 0.0 -0.0954
O -2.321 4.238 3.518 0.0 0.2 -0.1 -0.7521
O -2.194 2.760 1.199 -0.1 0.3 -0.1 -0.7460
H -0.739 4.169 1.473 0.1 0.3 -0.4 0.1617
H -2.013 4.564 0.233 0.2 -0.1 -0.2 0.1913
H -3.625 4.896 2.025 0.0 0.0 0.1 0.1783
H -2.181 5.919 2.296 -0.1 0.0 0.0 0.1762
H -2.480 4.868 4.226 0.0 0.0 0.1 0.4892
H -2.209 2.496 2.131 0.2 -0.3 -0.1 0.4939
C -4.349 1.204 3.443 -0.2 -0.4 -0.3 -0.0951
C -3.186 0.313 3.799 -0.2 -0.2 0.6 -0.0963
O -1.981 1.038 3.520 -0.1 -0.6 0.2 -0.7506
O -4.377 2.385 4.214 -0.2 -0.3 -0.1 -0.7328
H -5.277 0.649 3.609 0.0 0.1 0.2 0.1867
H -4.336 1.389 2.357 0.2 0.3 0.1 0.1706
H -3.232 -0.660 3.292 0.1 0.3 -0.4 0.1686
H -3.229 0.054 4.867 0.0 0.3 0.0 0.1722
H -1.291 0.562 3.993 0.2 0.3 0.0 0.4828
H -3.585 2.902 4.008 0.0 0.1 0.0 0.4903
C 0.276 -0.235 -4.003 0.7 0.5 0.1 -0.0875
C 0.430 -1.664 -3.569 0.4 -0.1 -0.4 -0.0930
O -0.028 -2.492 -4.643 -0.3 0.1 0.3 -0.7380
O -1.076 0.130 -4.176 -0.1 0.0 0.0 -0.7188
H 0.859 -0.017 -4.908 -0.1 -0.4 -0.1 0.1673
H 0.743 0.411 -3.250 -0.4 0.0 0.1 0.1810
H -0.134 -1.819 -2.645 -0.1 -0.2 0.0 0.1662
H 1.487 -1.877 -3.387 0.0 0.1 0.2 0.1760
H -0.159 -3.379 -4.298 0.0 -0.1 -0.1 0.4723
H -1.419 -0.483 -4.838 -0.1 0.0 0.0 0.4746
```
Positions in Å, forces in eV/Å.



# 2
Formula: C10H29ClGaIN2P2S
Source: OMol25
Level of theory: wB97M-V/def2-TZVPD

Properties
- LUMO energy (eV) = -7.80
- net charge = +2

XYZ file:
```
47
Properties=species:S:1:pos:R:3:forces:R:3:nbo_charge:R:1
C -0.821 -0.016 -5.157 -1.7 -0.2 -0.8 -0.5522
I -2.194 -0.287 -3.237 -0.5 0.1 -2.3 0.3451
H 0.245 0.023 -4.984 0.1 0.0 0.5 0.2515
H -1.233 0.892 -5.593 0.1 0.0 0.3 0.2549
H -1.124 -0.889 -5.746 0.1 0.2 0.4 0.2619
Ga 0.133 -0.095 -2.536 3.0 -0.1 3.2 0.7829
P 0.224 2.084 -1.385 -0.4 0.7 -0.4 0.9766
C -1.467 2.668 -1.068 -0.2 0.0 0.1 -0.9667
C 1.202 2.532 0.078 0.4 -0.4 0.4 -0.9434
H 1.269 3.630 0.160 -0.1 -0.4 -0.2 0.2710
H 0.898 4.220 -2.301 0.0 -0.2 -0.1 0.2674
H 2.215 2.116 -0.026 -0.2 0.2 0.0 0.2646
H 1.883 2.867 -2.956 -0.1 0.1 0.0 0.2702
H -1.838 2.249 -0.119 0.2 0.2 -0.3 0.2890
H 0.747 2.122 0.993 0.1 0.1 -0.5 0.2807
C 0.874 3.195 -2.688 -0.1 -0.3 0.2 -0.9394
H -1.467 3.769 -1.014 0.0 -0.4 0.0 0.2717
H 0.233 3.143 -3.573 0.1 0.1 0.1 0.2458
H -2.131 2.333 -1.881 0.2 0.4 0.3 0.2400
P 0.225 -2.155 -1.112 -0.3 -0.5 -0.3 0.9765
C -1.440 -2.722 -0.649 -0.3 0.1 0.1 -0.9658
C 0.804 -3.401 -2.325 0.0 0.4 0.2 -0.9441
H 2.232 -1.938 0.208 -0.2 -0.2 0.1 0.2617
H 1.470 -3.545 0.436 -0.1 0.4 -0.2 0.2686
H 0.795 -2.096 1.260 0.1 -0.1 -0.5 0.2695
C 1.274 -2.464 0.338 0.4 0.3 0.4 -0.9460
H 1.786 -3.096 -2.695 -0.1 -0.2 0.0 0.2679
H 0.870 -4.374 -1.826 0.0 0.1 -0.2 0.2643
H -1.423 -3.810 -0.468 0.0 0.4 -0.1 0.2719
H -2.148 -2.489 -1.462 0.2 -0.4 0.4 0.2328
H 0.104 -3.455 -3.163 0.1 -0.1 0.0 0.2473
H -1.775 -2.199 0.263 0.2 -0.3 -0.4 0.2885
Cl 2.160 -0.189 -3.410 -0.7 0.0 -0.1 -0.4383
C -1.196 1.021 5.094 -0.2 -0.1 0.4 -0.4249
N -1.431 0.216 3.888 0.5 0.4 -1.0 -0.5847
C -0.491 0.079 2.915 0.1 0.0 0.4 0.3665
S -0.954 0.087 1.271 0.0 0.0 0.3 -0.4249
N 0.806 -0.078 3.293 -0.9 -0.3 -0.5 -0.5942
C 1.182 -0.804 4.514 0.5 0.2 0.2 -0.4306
H -0.127 1.084 5.311 -0.4 0.1 0.0 0.2187
H -1.715 0.542 5.929 0.2 0.2 0.0 0.2300
H -1.611 2.029 4.962 0.2 -0.2 0.0 0.2187
H -2.364 0.322 3.496 0.3 -0.2 0.1 0.4187
H 1.451 -0.166 2.514 -0.3 0.1 0.3 0.4071
H 1.778 -1.686 4.241 -0.2 0.2 0.1 0.2205
H 1.801 -0.153 5.145 -0.2 -0.3 0.0 0.2228
H 0.286 -1.118 5.062 0.3 0.0 -0.2 0.2300
```
Positions in Å, forces in eV/Å.



# 3
Formula: C10H29NO6P2Si2
Source: OMol25
Level of theory: wB97M-V/def2-TZVPD

Properties
- LUMO energy (eV) = 0.23
- net charge = 0

XYZ file:
```
50
Properties=species:S:1:pos:R:3:forces:R:3:nbo_charge:R:1
C 0.475 -1.032 1.308 -0.2 1.1 0.6 -0.6475
C -0.354 0.293 0.793 -1.3 -0.8 -0.7 -0.4083
C -0.358 0.452 -0.872 -0.3 -0.2 1.5 -0.3994
C 1.160 0.559 -1.508 -0.5 0.7 0.5 -0.9498
Si 1.166 -0.611 -3.067 -0.6 0.4 -0.7 1.8246
O -0.425 -0.440 -3.809 0.9 -1.4 1.6 -1.0958
O 2.490 -0.311 -4.182 -2.3 2.1 0.8 -1.2121
Si 2.415 1.291 -4.900 0.9 -2.4 1.3 1.0529
P 0.862 1.546 -6.440 -1.7 -0.1 -2.3 0.7163
N -0.286 2.753 -5.709 0.1 -0.3 -1.0 -1.1325
O 0.018 0.035 -6.778 -0.7 2.4 0.1 -0.9393
P 1.524 -2.661 -2.239 0.5 -0.7 0.8 0.2248
C 2.984 -3.363 -3.254 0.6 -0.3 -1.5 -0.9201
C -0.034 -3.751 -2.419 -0.6 -0.8 -0.9 -0.9313
H 1.587 -0.693 1.478 -2.0 -1.1 -0.5 0.2109
H 0.035 -1.307 2.370 1.0 0.4 -2.2 0.2174
H 0.368 -1.947 0.565 0.4 2.0 1.6 0.2253
H -1.497 0.085 1.068 2.4 0.6 -0.5 0.1995
H -0.051 1.294 1.322 -0.3 -2.0 -1.0 0.2070
H -0.966 -0.496 -1.257 1.4 2.0 0.7 0.1819
H -1.012 1.399 -1.092 1.4 -1.8 0.1 0.2243
H 1.956 0.184 -0.719 -1.6 0.8 -1.7 0.2544
H 1.347 1.689 -1.768 -0.2 -2.2 0.5 0.2477
H -1.100 -1.065 -3.383 1.6 1.4 -1.0 0.4986
H 3.711 1.513 -5.590 -0.2 -0.2 0.0 -0.1656
H 2.281 2.369 -3.900 -0.1 0.1 0.0 -0.1824
H 0.228 3.673 -5.857 -1.1 -1.4 0.0 0.3814
H -1.145 2.744 -6.336 1.5 0.4 1.0 0.3799
H -0.745 0.252 -7.408 1.8 -0.4 1.2 0.4884
H 3.021 -2.978 -4.378 -0.1 -0.8 2.4 0.2409
H 4.004 -3.020 -2.740 -2.4 -1.0 -1.0 0.2497
H 2.861 -4.531 -3.298 0.5 2.2 0.3 0.2369
H 0.259 -4.877 -2.213 -0.5 2.3 -0.4 0.2465
H -0.425 -3.675 -3.525 0.3 -0.3 2.3 0.2280
H -0.853 -3.453 -1.615 1.8 -0.5 -1.8 0.2455
C -1.555 0.085 8.161 -0.2 0.3 0.0 -0.6394
C -0.909 -0.286 6.838 0.3 -0.2 0.6 -0.0710
O -1.720 0.144 5.737 0.1 1.0 -0.6 -0.4979
C -1.634 1.462 5.426 0.2 0.2 0.4 0.9841
O -0.933 2.289 5.987 -0.9 -1.1 -0.8 -0.6430
O -2.486 1.708 4.399 0.7 -0.4 0.7 -0.4969
C -2.563 3.082 4.029 -0.1 0.5 -0.2 -0.2574
H -2.582 -0.292 8.208 0.2 -0.1 0.0 0.2119
H -0.987 -0.327 8.999 -0.1 0.0 -0.1 0.2169
H -1.610 1.171 8.284 0.1 -0.2 0.0 0.2248
H -0.831 -1.377 6.766 -0.2 0.2 -0.3 0.1910
H 0.107 0.116 6.756 -0.3 0.1 -0.1 0.1956
H -1.570 3.499 3.832 -0.2 -0.1 0.2 0.1977
H -3.072 3.651 4.815 0.2 0.0 -0.1 0.1886
H -3.154 3.154 3.112 0.1 -0.3 0.2 0.1963
```
Positions in Å, forces in eV/Å.



# 4
Formula: C10H30BrO5
Source: OMol25
Level of theory: wB97M-V/def2-TZVPD

Properties
- LUMO energy (eV) = 2.55
- net charge = -1

XYZ file:
```
46
Properties=species:S:1:pos:R:3:forces:R:3:nbo_charge:R:1
Br -0.310 13.156 -18.519 0.0 0.0 0.0 -0.9996
C -0.236 15.702 -26.218 -0.6 1.6 0.6 -0.6363
C -0.284 15.050 -24.871 -0.5 -1.1 1.6 -0.0624
O -1.601 15.035 -24.174 1.2 0.2 -1.7 -0.7386
H -0.189 16.771 -26.010 -0.1 0.3 -0.4 0.2020
H -1.153 15.554 -26.788 0.2 -0.4 -0.2 0.2186
H 0.684 15.470 -26.755 -0.2 -0.4 -0.1 0.2137
H 0.372 15.539 -24.151 0.4 0.1 -0.3 0.1676
H 0.079 14.030 -24.994 -0.2 -0.3 0.3 0.1551
H -1.384 14.905 -23.248 -0.1 -0.1 0.1 0.4803
C -2.089 15.142 -12.344 -0.4 -0.4 -0.2 -0.6429
C -3.408 15.457 -13.089 0.4 -0.5 -0.6 -0.0662
O -3.768 14.501 -14.146 0.4 1.0 1.5 -0.7187
H -1.994 14.101 -12.034 -0.4 -0.2 -0.2 0.2158
H -2.041 15.689 -11.402 0.1 0.4 -0.2 0.2014
H -1.202 15.322 -12.952 -0.1 0.3 0.0 0.2116
H -3.338 16.441 -13.552 0.2 0.2 0.0 0.1575
H -4.226 15.558 -12.376 -0.2 -0.6 -0.1 0.1666
H -3.157 14.713 -14.856 0.0 -0.3 -0.3 0.4748
C 8.328 15.875 -18.201 0.1 -0.2 0.1 -0.6175
C 7.333 14.800 -17.708 2.7 1.3 0.6 -0.0524
O 6.116 15.226 -18.144 -1.8 -0.1 -0.6 -0.7083
H 8.206 16.071 -19.266 -0.1 -0.2 0.0 0.2090
H 9.364 15.590 -18.020 0.0 -0.1 0.0 0.1955
H 8.167 16.826 -17.691 -0.2 0.0 0.1 0.2027
H 7.402 14.820 -16.621 -0.1 -0.2 0.3 0.1442
H 7.696 13.824 -18.030 -0.5 -0.3 -0.4 0.1473
H 5.418 14.738 -17.701 -0.2 0.0 -0.1 0.4795
C 3.441 10.888 -12.480 0.2 -0.8 -1.9 -0.6274
C 3.306 10.739 -14.096 -0.4 1.2 2.2 -0.0536
O 2.355 9.809 -14.552 0.0 -0.5 0.5 -0.7283
H 3.970 11.820 -12.285 0.0 0.0 -0.1 0.2005
H 4.045 10.085 -12.057 -0.2 -0.1 0.1 0.1953
H 2.474 10.955 -11.981 0.0 -0.2 -0.2 0.2135
H 4.268 10.529 -14.563 0.2 0.3 0.2 0.1513
H 2.927 11.736 -14.322 0.4 0.2 -0.6 0.1638
H 2.053 10.134 -15.403 -0.2 -0.1 -0.1 0.4847
C -4.728 7.733 -19.690 1.3 1.7 -1.6 -0.6335
C -3.294 7.487 -19.177 -2.1 -0.5 2.1 -0.0763
O -3.095 8.164 -17.895 0.0 -0.9 -1.3 -0.7246
H -4.687 7.444 -20.740 -0.4 -0.3 -0.2 0.1992
H -4.832 8.816 -19.746 -0.6 0.2 0.1 0.2030
H -5.600 7.279 -19.216 0.6 -0.1 0.4 0.2110
H -2.472 7.691 -19.864 -0.3 0.0 -0.1 0.1806
H -3.449 6.428 -18.974 1.5 -0.3 0.4 0.1684
H -3.037 9.097 -18.114 0.1 0.3 0.2 0.4721
```
Positions in Å, forces in eV/Å.



# 5
Formula: C10H30Cr2HgO14S2
Source: OMol25
Level of theory: wB97M-V/def2-TZVPD

Properties
- LUMO energy (spin up / spin down) (eV) = -1.42 / -1.39
- ⟨S²⟩ = 20.0164
- 2S+1 = 9
- net charge = 0

XYZ file:
```
59
Properties=species:S:1:pos:R:3:forces:R:3:mulliken_spin:R:1
Hg 0.804 -2.492 2.094 -0.1 0.5 0.7 -0.0140
Cr 0.431 -0.799 -1.587 0.2 0.8 0.3 3.9658
Cr 2.219 0.857 0.682 -2.1 -1.2 0.5 4.0114
C 2.817 1.481 -3.655 1.6 0.1 0.3 0.0213
C 1.948 1.955 -2.552 -1.6 0.0 0.5 0.0133
O 1.709 0.988 -1.504 0.3 0.0 0.6 -0.0330
H 2.529 0.449 -3.855 0.2 0.1 -0.7 -0.0031
H 3.874 1.540 -3.397 0.2 -0.6 0.4 0.0015
H 2.830 2.187 -4.485 -0.8 -0.4 -0.4 0.0032
H 1.010 2.182 -3.057 -0.7 -0.2 0.2 0.0012
H 2.215 2.952 -2.200 0.6 -0.1 0.6 0.0046
S 2.205 -0.311 3.957 6.1 0.2 1.0 0.0092
O 1.961 0.764 4.830 -2.0 1.3 2.5 0.0009
O 1.150 -1.319 3.867 -2.8 -2.2 -0.7 0.0029
O 2.354 0.356 2.652 -0.2 1.6 -5.5 0.0172
O 3.492 -0.955 4.193 -0.7 -0.6 0.1 0.0017
S -1.200 -3.338 -0.369 -4.5 -3.9 -0.2 -0.0112
O -0.053 -3.553 0.477 4.2 -1.3 2.5 0.0038
O -0.817 -2.289 -1.293 0.8 1.6 -3.1 -0.0717
O -1.624 -4.623 -0.938 1.4 1.8 -0.5 -0.0014
O -2.294 -2.835 0.440 -1.2 1.3 0.5 -0.0002
O 0.752 -0.726 0.529 0.3 1.0 0.0 -0.0541
H -0.152 -0.506 0.827 0.6 0.2 0.0 -0.0069
C -3.506 -1.067 3.151 -0.3 0.3 1.0 0.0000
C -2.070 -0.668 2.876 -0.2 0.8 1.2 0.0005
O -1.396 -1.811 2.520 1.1 -0.4 0.2 0.0008
H -3.430 -1.978 3.745 -0.1 0.0 0.1 0.0000
H -4.163 -1.316 2.318 0.4 0.2 -0.4 0.0001
H -4.005 -0.323 3.771 -0.1 0.1 -0.1 0.0000
H -1.535 -0.332 3.764 -0.5 0.4 0.3 -0.0003
H -1.947 0.129 2.143 -0.2 0.2 -0.4 -0.0006
H -1.888 -2.120 1.756 -0.4 -1.4 -1.4 -0.0002
C 1.747 -3.687 -3.162 0.1 0.1 0.1 0.0249
C 2.619 -3.209 -2.045 0.7 -2.0 -0.1 0.0037
O 2.310 -1.910 -1.662 -0.7 1.5 0.5 0.0500
H 1.637 -2.792 -3.774 -0.2 -0.4 -0.7 0.0087
H 0.775 -4.098 -2.889 0.0 0.3 0.2 -0.0059
H 2.328 -4.481 -3.633 -0.3 0.2 -0.5 0.0024
H 3.647 -3.202 -2.407 0.2 0.0 0.0 -0.0005
H 2.574 -3.892 -1.197 -0.1 0.0 0.2 -0.0028
H 2.929 -1.686 -0.964 -0.1 0.4 0.1 0.0165
C -3.113 1.988 -1.420 -0.1 1.4 0.3 -0.0019
C -1.811 1.411 -0.790 -2.7 0.1 -0.5 0.0027
O -1.576 0.212 -1.490 2.1 -0.5 -1.2 0.0033
H -4.012 1.388 -1.558 0.4 -0.8 0.7 0.0000
H -3.018 2.395 -2.427 0.9 -0.2 -0.2 0.0003
H -3.454 2.872 -0.880 0.0 0.0 0.4 -0.0003
H -1.938 1.060 0.234 -0.2 0.9 0.3 0.0008
H -1.013 2.152 -0.853 0.1 -0.6 -0.3 0.0085
H -2.281 -0.409 -1.294 -0.1 -0.4 0.1 0.0082
C -0.982 4.180 1.316 -1.2 1.5 -0.8 0.0053
C 0.280 3.593 0.768 0.1 0.1 0.7 0.0066
O 0.410 2.216 1.188 0.8 0.4 -0.8 0.0041
H -1.111 5.162 0.860 0.6 0.6 0.4 -0.0001
H -0.975 4.310 2.398 0.1 -0.1 0.0 -0.0001
H -1.976 3.858 1.005 0.2 -1.4 0.0 0.0003
H 1.078 4.232 1.147 0.4 -0.3 0.6 -0.0026
H 0.471 3.698 -0.300 -0.7 -0.7 -0.2 0.0063
H 0.236 2.159 2.131 0.1 0.0 0.4 -0.0016
```
Positions in Å, forces in eV/Å.



- What is the net charge in the fifth record?
  0